Record 1
{
  "formula": "C60H120O30S10",
  "method": "wB97M-V/def2-TZVPD",
  "homo_energy_ha": -0.3601,
  "de_lowest_kj_mol": 0.0,
  "energy_ev": -233941.9768,
  "max_force_ha_per_bohr": 0.0694,
  "orbital_gap_ev": 9.8419,
  "species": ["O", "C", "O", "C", "C", "C", "H", "H", "H", "H", "H", "H", "H", "H", "O", "C", "O", "C", "C", "C", "H", "H", "H", "H", "H", "H", "H", "H", "O", "C", "O", "C", "C", "C", "H", "H", "H", "H", "H", "H", "H", "H", "O", "C", "O", "C", "C", "C", "H", "H", "H", "H", "H", "H", "H", "H", "O", "C", "O", "C", "C", "C", "H", "H", "H", "H", "H", "H", "H", "H", "C", "C", "C", "S", "O", "O", "C", "H", "H", "H", "H", "H", "H", "H", "H", "C", "C", "C", "S", "O", "O", "C", "H", "H", "H", "H", "H", "H", "H", "H", "C", "C", "C", "S", "O", "O", "C", "H", "H", "H", "H", "H", "H", "H", "H", "C", "C", "C", "S", "O", "O", "C", "H", "H", "H", "H", "H", "H", "H", "H", "C", "C", "C", "S", "O", "O", "C", "H", "H", "H", "H", "H", "H", "H", "H", "C", "C", "C", "S", "O", "O", "C", "H", "H", "H", "H", "H", "H", "H", "H", "C", "C", "C", "S", "O", "O", "C", "H", "H", "H", "H", "H", "H", "H", "H", "C", "C", "C", "S", "O", "O", "C", "H", "H", "H", "H", "H", "H", "H", "H", "C", "C", "C", "S", "O", "O", "C", "H", "H", "H", "H", "H", "H", "H", "H", "C", "C", "C", "S", "O", "O", "C", "H", "H", "H", "H", "H", "H", "H", "H"],
  "positions_angstrom": [[-4.77834, 3.66918, 34.75477], [-5.90469, 3.46643, 34.37970], [-6.16417, 2.57471, 33.40235], [-5.02049, 1.78431, 32.91673], [-5.67264, 1.03758, 31.79652], [-7.12519, 4.08516, 34.96778], [-4.71906, 1.22560, 33.78923], [-4.19232, 2.47569, 32.63693], [-4.95179, 0.54876, 31.16222], [-6.21716, 1.74404, 31.20875], [-6.39981, 0.34908, 32.17056], [-6.96997, 4.00591, 36.03786], [-8.05334, 3.56252, 34.77656], [-7.21180, 5.13332, 34.68106], [-0.68887, 0.45396, 26.62501], [-0.27044, 0.23205, 25.52760], [0.46590, 1.15439, 24.81317], [1.11896, 2.25160, 25.47055], [2.49096, 1.75734, 26.01854], [-0.59806, -0.99352, 24.67050], [0.49108, 2.56905, 26.30652], [1.26056, 3.00990, 24.72031], [3.14383, 1.54935, 25.17926], [2.24935, 0.88680, 26.62628], [2.95504, 2.56279, 26.64350], [-0.25265, -0.82078, 23.66190], [-1.67808, -1.16051, 24.72112], [-0.05702, -1.80192, 25.17051], [1.27106, -3.70172, 27.28458], [2.17504, -3.59846, 28.07340], [2.48052, -2.50058, 28.75519], [1.62633, -1.38397, 28.42005], [0.27608, -1.60894, 29.07663], [3.26980, -4.63572, 28.26492], [1.52805, -1.34598, 27.30846], [2.07280, -0.47693, 28.81647], [0.40372, -1.70517, 30.16267], [-0.12876, -2.59740, 28.79940], [-0.45947, -0.82237, 28.87640], [3.90355, -4.45879, 29.13325], [3.90440, -4.56384, 27.36846], [2.80438, -5.60448, 28.30013], [-8.22462, 3.81041, 20.96030], [-7.77758, 2.98279, 21.70331], [-8.28950, 1.69150, 21.68417], [-9.51837, 1.58733, 20.96254], [-9.62689, 0.18684, 20.68391], [-6.68623, 3.02815, 22.71096], [-9.47087, 2.15653, 20.05963], [-10.29044, 2.12476, 21.51284], [-9.67872, -0.49419, 21.54275], [-8.80364, -0.22344, 20.10718], [-10.56469, -0.00936, 20.16740], [-6.57527, 2.12600, 23.35067], [-6.97114, 3.78744, 23.46162], [-5.72580, 3.28335, 22.28352], [-3.21206, 3.78070, 26.73417], [-3.83244, 4.10888, 25.73798], [-3.32593, 4.01530, 24.52738], [-2.07111, 3.36242, 24.28708], [-2.14252, 3.17011, 22.76734], [-5.20523, 4.75489, 25.80988], [-1.95197, 2.38542, 24.76743], [-1.30125, 4.09880, 24.52301], [-3.04022, 2.59017, 22.58869], [-1.29118, 2.50747, 22.45537], [-2.11274, 4.08400, 22.17182], [-5.80396, 4.23725, 26.54833], [-5.71894, 4.80191, 24.82950], [-4.97651, 5.77188, 26.19408], [-2.87262, -2.16545, 31.50892], [-4.05674, -2.89031, 30.86081], [-4.39431, -4.11820, 31.72110], [-2.81178, -4.80221, 32.14112], [-2.31804, -5.62640, 31.06508], [-2.92055, -5.27213, 33.49117], [-1.87471, -3.23913, 32.05028], [-3.26884, -1.60487, 32.35506], [-2.33478, -1.58388, 30.78474], [-3.77921, -3.21298, 29.85468], [-4.95987, -2.31661, 30.64548], [-4.95403, -4.85631, 31.17257], [-4.81711, -3.79133, 32.67434], [-1.10278, -3.38006, 31.33860], [-1.54597, -3.04088, 33.07533], [-10.24900, 1.47483, 24.42073], [-11.66137, 0.68330, 24.54397], [-11.68579, 0.09717, 25.94118], [-9.99344, -0.33083, 26.22341], [-9.91948, -1.77278, 26.09483], [-9.57216, 0.33021, 27.41843], [-9.16214, 0.45146, 24.88462], [-10.23907, 2.32449, 25.10728], [-10.16305, 1.73362, 23.37108], [-11.66157, -0.09584, 23.80221], [-12.45470, 1.40210, 24.36402], [-12.28697, -0.80969, 26.03051], [-11.92734, 0.85703, 26.67363], [-8.93752, -0.38003, 24.21244], [-8.24499, 0.84802, 25.32393], [-10.03847, 1.77372, 33.02501], [-9.34580, 2.03538, 31.65145], [-9.42862, 0.74181, 30.77605], [-9.46293, -0.60459, 32.03546], [-8.21306, -1.36476, 31.99903], [-10.75185, -1.25143, 31.93361], [-9.43754, 0.45870, 33.50130], [-11.12046, 1.76952, 32.85650], [-9.73186, 2.59534, 33.70358], [-8.27199, 2.24969, 31.78163], [-9.72537, 2.87397, 31.05888], [-8.61433, 0.69597, 30.08048], [-10.34867, 0.70115, 30.24939], [-8.37430, 0.55170, 33.77242], [-10.01789, 0.01224, 34.29577], [-3.84433, -0.88084, 28.05902], [-5.16224, -1.61629, 27.87150], [-6.23082, -0.59193, 28.46274], [-5.73477, 0.86126, 27.48690], [-5.87928, 2.10354, 28.19975], [-6.32394, 0.78783, 26.14613], [-4.03661, 0.48711, 27.38626], [-3.02494, -1.44206, 27.59641], [-3.57954, -0.79938, 29.10083], [-5.13703, -2.57196, 28.37823], [-5.40553, -1.72490, 26.81932], [-6.24726, -0.26623, 29.50027], [-7.24713, -0.72345, 28.13392], [-3.52671, 1.33806, 27.93723], [-3.72840, 0.45867, 26.34246], [-8.75081, -5.78664, 27.89020], [-9.25119, -4.40549, 27.36206], [-8.13293, -3.45886, 27.74128], [-7.22650, -4.11820, 29.12086], [-7.24130, -3.21544, 30.22646], [-5.91731, -4.62225, 28.73954], [-8.31479, -5.56955, 29.31232], [-7.91173, -6.11961, 27.31397], [-9.53770, -6.53669, 27.90977], [-10.13191, -4.08087, 27.90553], [-9.59184, -4.36416, 26.32035], [-8.51790, -2.50309, 28.09173], [-7.43376, -3.24424, 26.92410], [-9.17554, -5.31905, 29.97076], [-7.76467, -6.39750, 29.71747], [-8.61656, 4.00910, 27.60931], [-8.97409, 5.49394, 27.35704], [-10.29910, 5.51612, 26.61342], [-11.27843, 4.22397, 27.39087], [-11.83846, 3.39729, 26.32701], [-12.11525, 4.69918, 28.46342], [-9.85701, 3.33153, 28.20091], [-7.75434, 3.83083, 28.30213], [-8.36277, 3.52848, 26.68533], [-8.21970, 6.18483, 26.87376], [-9.17670, 6.00034, 28.31038], [-10.22498, 5.23964, 25.56208], [-10.89555, 6.44304, 26.71885], [-10.00853, 2.26893, 27.98552], [-9.96364, 3.58591, 29.25111], [0.67863, 3.25548, 30.34971], [0.44677, 2.68091, 28.93485], [-1.07789, 2.52964, 28.79169], [-1.72003, 2.19353, 30.39475], [-2.19883, 0.83146, 30.56657], [-2.65813, 3.24364, 30.72881], [-0.15552, 2.41702, 31.26666], [0.42111, 4.30622, 30.40116], [1.73685, 3.18726, 30.60579], [0.96746, 1.70980, 28.82705], [0.86330, 3.37063, 28.22837], [-1.32648, 1.72055, 28.13247], [-1.49222, 3.47011, 28.52070], [0.28824, 1.46147, 31.47307], [-0.40497, 2.87664, 32.22347], [-3.03069, -4.33374, 26.70373], [-4.12351, -5.13342, 25.98768], [-3.97941, -4.76541, 24.52979], [-2.23393, -4.80987, 24.19423], [-1.81884, -3.53990, 23.58655], [-1.88216, -6.03957, 23.51862], [-1.73344, -4.75838, 25.97382], [-2.99463, -4.56058, 27.78390], [-3.14914, -3.23555, 26.55445], [-5.15328, -4.81603, 26.24696], [-3.95449, -6.21723, 26.14882], [-4.37409, -3.77434, 24.46461], [-4.48038, -5.46176, 23.86551], [-0.89342, -4.05281, 26.02094], [-1.39548, -5.74229, 26.25490], [-6.11548, -1.96782, 22.13901], [-4.65398, -2.23511, 21.70126], [-3.72735, -1.20314, 22.36789], [-4.59912, -0.47892, 23.69213], [-4.11651, 0.85461, 23.89536], [-4.65822, -1.44119, 24.77821], [-6.12954, -0.57432, 22.83236], [-6.47275, -2.72561, 22.79148], [-6.79165, -1.86814, 21.29728], [-4.57964, -2.14655, 20.61388], [-4.44067, -3.26607, 22.03761], [-3.32431, -0.38627, 21.78002], [-2.86298, -1.78200, 22.73203], [-6.21004, 0.21542, 22.06865], [-6.96890, -0.45124, 23.48939], [-5.70694, 4.65654, 30.75753], [-5.52624, 5.08767, 29.28907], [-4.16457, 5.73131, 29.19999], [-4.09960, 6.77226, 30.62668], [-5.04965, 7.84521, 30.49854], [-2.72425, 7.04731, 31.07791], [-4.80098, 5.53434, 31.65049], [-5.37594, 3.61490, 30.89030], [-6.78447, 4.74977, 30.98138], [-6.37677, 5.72016, 29.03116], [-5.55141, 4.19529, 28.67621], [-4.00512, 6.48422, 28.39552], [-3.28871, 5.06218, 29.19482], [-5.32213, 6.04137, 32.44951], [-4.04548, 4.88698, 32.11366]]
}

---

Record 2
{
  "formula": "CH2F2N2O",
  "method": "wB97M-V/def2-TZVPD",
  "homo_energy_ha": -0.3237,
  "de_lowest_kj_mol": 67.9,
  "energy_ev": -11529.3220,
  "max_force_ha_per_bohr": 0.0533,
  "orbital_gap_ev": 9.4432,
  "species": ["C", "N", "N", "O", "F", "F", "H", "H"],
  "positions_angstrom": [[1.28884, -0.81888, 2.68062], [0.63037, 0.49666, 0.83778], [1.02990, 0.19490, -0.24051], [0.71144, -0.22803, 3.47682], [0.82118, -1.89268, 2.06135], [2.47365, -0.68355, 2.17268], [0.81928, 0.88368, -0.95184], [1.66893, -0.64199, -0.59161]]
}

---

Record 3
{
  "formula": "C16H19BO4",
  "method": "wB97M-V/def2-TZVPD",
  "smiles": "COCCc1ccc(OCc2cccc(B(O)O)c2)cc1",
  "homo_energy_ha": -0.2947,
  "de_lowest_kj_mol": 15.6,
  "energy_ev": -25768.5791,
  "max_force_ha_per_bohr": 0.0436,
  "orbital_gap_ev": 8.1930,
  "species": ["C", "O", "C", "C", "C", "C", "C", "C", "O", "C", "C", "C", "C", "C", "C", "B", "O", "O", "C", "C", "C", "H", "H", "H", "H", "H", "H", "H", "H", "H", "H", "H", "H", "H", "H", "H", "H", "H", "H", "H"],
  "positions_angstrom": [[-0.15062, -6.14427, 1.05611], [0.10183, -4.78256, 0.79758], [0.96851, -4.13989, 1.75012], [1.59126, -2.87621, 1.21215], [0.58217, -2.00727, 0.54185], [0.19969, -0.83460, 1.15872], [-0.71950, 0.00202, 0.58597], [-1.34334, -0.40179, -0.62082], [-2.32462, 0.31242, -1.29866], [-2.50859, 1.67898, -0.91182], [-1.31799, 2.53021, -1.28488], [-0.75306, 2.42638, -2.55701], [0.39698, 3.13358, -2.87377], [0.94868, 3.95147, -1.91033], [0.44143, 3.97857, -0.62156], [1.03403, 4.77661, 0.63036], [2.29501, 5.33954, 0.48100], [0.25418, 4.85998, 1.75954], [-0.69614, 3.29196, -0.30757], [-0.93877, -1.57677, -1.25027], [0.01471, -2.35931, -0.66953], [0.83100, -6.64755, 1.01009], [-0.76706, -6.56937, 0.26462], [-0.65722, -6.27096, 2.02731], [1.71443, -4.90604, 2.04916], [0.32472, -3.88818, 2.60480], [2.28540, -3.13987, 0.43420], [2.09744, -2.36979, 2.02199], [0.69236, -0.48927, 2.07018], [-0.97091, 0.88555, 1.14480], [-3.44128, 1.97492, -1.41864], [-2.70396, 1.73591, 0.15782], [-1.24525, 1.74122, -3.23886], [0.81826, 3.02370, -3.85868], [1.83455, 4.56532, -2.13255], [2.64885, 5.66789, 1.31900], [0.64478, 5.25475, 2.55040], [-1.14772, 3.39756, 0.65742], [-1.38853, -1.85265, -2.17669], [0.35429, -3.27216, -1.15355]]
}

---

Record 4
{
  "formula": "C4H12OP2",
  "method": "wB97M-V/def2-TZVPD",
  "homo_energy_ha": [-0.2996, -0.2997],
  "de_lowest_kj_mol": 331.3,
  "energy_ev": -24964.4888,
  "max_force_ha_per_bohr": 0.0987,
  "orbital_gap_ev": [7.9358, 7.9367],
  "species": ["C", "C", "C", "C", "O", "P", "P", "H", "H", "H", "H", "H", "H", "H", "H", "H", "H", "H", "H"],
  "positions_angstrom": [[2.63614, -1.52494, -0.31827], [-2.64569, 1.34423, 0.08553], [1.14689, -1.56815, -0.11008], [-2.04910, -0.03033, -0.01498], [1.15577, 0.89512, -1.75784], [1.03497, 1.55604, 1.18139], [0.55939, 0.29640, -0.55868], [2.77769, -0.60061, -0.82953], [3.11894, -1.40654, 0.69119], [3.07903, -2.34540, -0.91755], [-1.83236, 1.87625, 0.53911], [-2.65633, 1.74484, -0.89374], [-3.49779, 1.49661, 0.58783], [0.67719, -1.90688, 0.76882], [0.66135, -2.17882, -0.85404], [-2.23817, -0.59445, -0.91684], [-2.25386, -0.53797, 0.95520], [-0.13467, 0.82701, 1.72820], [0.46064, 2.65761, 0.63427]]
}